Below is a cluster of 7 separate species, C14H26Br10N2 in total, with properties calculated with wB97M-V/def2-TZVPD.

As for the spin multiplicity: 1. Its charge is 0. The calculation puts the HOMO-LUMO gap at 10.2 eV. Its LUMO energy is 0.149 eV. As for the energy: -718344.412 eV.

Structure (XYZ):
```
52
Properties=species:S:1:pos:R:3:mulliken_charge:R:1
Br -5.88792 0.93644 -0.66838 -0.185
C -4.37790 1.70263 -1.65396 -0.703
C -3.19030 2.01087 -0.80465 0.597
Br -3.28158 3.70220 0.20969 -0.151
H -4.75358 2.61674 -2.13510 0.430
H -4.05472 1.04781 -2.44189 0.425
H -2.29222 2.28670 -1.38159 -0.189
H -2.95421 1.26478 -0.06916 -0.307
Br -0.06845 0.30011 3.45062 -0.139
C -1.69938 1.02958 2.66496 -0.242
C -2.90520 0.09816 2.61715 -0.615
Br -2.72764 -1.36955 1.43563 -0.145
H -1.49700 1.48905 1.69974 -0.063
H -1.92427 1.79813 3.39644 0.381
H -3.68717 0.74622 2.24283 0.385
H -3.11702 -0.18815 3.62705 0.495
Br 3.78125 4.18597 -3.46670 -0.165
C 3.37833 2.50567 -2.51485 -0.594
C 4.18276 1.34457 -3.04983 -0.419
Br 4.39702 0.04909 -1.63179 -0.170
H 2.34378 2.41508 -2.67227 0.235
H 3.57364 2.67665 -1.45016 0.402
H 5.19822 1.61068 -3.41115 0.375
H 3.64478 0.85893 -3.88275 0.349
Br -0.36813 -4.72115 5.37438 -0.161
C -0.04625 -5.19786 3.50498 -0.787
C -0.02876 -4.08416 2.46807 -0.181
Br 1.61442 -3.07945 2.49709 -0.164
H -0.85802 -5.87042 3.33771 0.436
H 0.89702 -5.86028 3.47512 0.337
H -0.87535 -3.49230 2.59981 0.279
H -0.07266 -4.54639 1.49672 0.251
Br 0.63326 5.32553 0.48562 -0.142
C 0.11869 4.45498 -1.19170 0.488
C -0.74440 5.29469 -2.08208 -0.372
Br -0.99988 4.28579 -3.73620 -0.178
H -0.47686 3.54397 -0.95004 -0.276
H 1.07751 4.06947 -1.59962 -0.169
H -0.29239 6.27398 -2.32048 0.422
H -1.76861 5.35832 -1.63174 0.219
C 3.08655 -5.70295 -0.06578 -0.769
C 1.83712 -4.98055 -0.31778 0.426
N 0.83262 -4.48242 -0.52759 -0.478
H 2.82875 -6.75388 -0.02623 0.301
H 3.37984 -5.37910 0.99413 0.214
H 3.90546 -5.27074 -0.66078 0.314
C 0.92753 -1.07480 0.06229 0.035
C 0.28414 -0.00860 -0.69257 0.176
N -0.28402 0.79800 -1.28960 -0.415
H 0.98160 -0.81266 1.09485 -0.029
H 1.97878 -1.21219 -0.34402 0.104
H 0.35082 -1.99319 -0.06444 0.131
```

=====

Below is a structure of composition C14H26CdF6O7, with properties calculated with wB97M-V/def2-TZVPD.

As for the spin multiplicity: 1. The relative energy (zero: lowest compared OMol25 entry of this formula, charge and spin) is 0.000 eV. Its charge is 0. The calculation puts the HOMO-LUMO gap at 9.2 eV. Its LUMO energy is 0.467 eV. As for the energy: -50139.779 eV.

Structure (XYZ):
```
54
Properties=species:S:1:pos:R:3:mulliken_charge:R:1
Cd -12.93005 -3.43523 -22.66751 2.932
C -11.94341 -2.93812 -25.38139 0.102
O -13.09504 -2.12367 -25.01467 -0.396
O -11.53239 -3.53671 -24.26661 -0.853
C -12.41606 -3.85339 -26.51378 0.783
F -13.62302 -4.39361 -26.28408 -0.211
F -12.52304 -3.19200 -27.68878 -0.298
F -11.56267 -4.86647 -26.73721 -0.301
C -13.37232 -1.00868 -25.84955 -0.497
C -14.26278 -0.02314 -25.10354 -0.663
H -13.89805 0.11546 -24.08124 -0.063
H -14.12355 0.96350 -25.55161 0.396
H -15.30609 -0.31855 -25.07056 0.182
H -13.96684 -1.38909 -26.68678 0.242
H -12.51786 -0.45849 -26.25110 0.351
H -11.14223 -2.27120 -25.74300 0.341
C -16.04255 -2.96956 -22.00134 -0.700
O -16.34550 -4.35860 -21.75912 -0.278
O -14.79032 -2.77356 -22.09721 -1.158
C -16.84715 -2.57794 -23.26381 0.784
F -18.09615 -3.08078 -23.17716 -0.322
F -16.97440 -1.24912 -23.36460 -0.292
F -16.33904 -3.04116 -24.40852 -0.228
C -17.22542 -4.69794 -20.70572 -0.381
C -16.85983 -6.12438 -20.28600 -0.945
H -17.48602 -6.50462 -19.47770 0.425
H -17.00820 -6.75230 -21.16610 0.243
H -15.81981 -6.22516 -19.97168 0.058
H -18.20256 -4.81210 -21.18758 0.247
H -17.24652 -4.04962 -19.82760 0.417
H -16.61830 -2.42592 -21.22144 0.176
C -11.72378 -0.48047 -21.61268 -0.805
O -11.86976 -1.89790 -21.52922 -0.265
C -10.93904 -2.52798 -20.62454 -0.507
C -11.54913 -3.69346 -19.87837 -0.551
O -11.95274 -4.62104 -20.89895 -0.390
C -12.79337 -5.70068 -20.44568 -0.686
C -13.12478 -6.47876 -21.71450 -0.471
O -13.49897 -5.57677 -22.72225 0.055
C -14.23202 -6.15939 -23.80110 -0.831
H -11.79664 0.01193 -20.64285 0.417
H -12.64845 -0.17032 -22.10676 -0.041
H -10.87351 -0.24046 -22.24699 0.330
H -10.58392 -1.77591 -19.91834 0.452
H -10.12243 -2.85959 -21.27143 0.313
H -12.46278 -3.45825 -19.32393 0.336
H -10.78974 -4.11220 -19.21337 0.373
H -13.68102 -5.21849 -20.02861 0.314
H -12.24005 -6.32215 -19.74105 0.352
H -13.96878 -7.13680 -21.46083 0.373
H -12.34544 -7.18845 -22.01271 0.376
H -14.82255 -5.36098 -24.24852 0.097
H -14.95560 -6.91574 -23.49684 0.418
H -13.50755 -6.51541 -24.53360 0.248
```

=====

Below is a structure of composition C14H26Cl14N2O2, with properties calculated with wB97M-V/def2-TZVPD.

As for the spin multiplicity: 2. Its charge is -1. The calculation puts the HOMO-LUMO gap (spin up / spin down) at 1.9 / 7.7 eV. Its LUMO energy (spin up / spin down) is 1.765 / 1.760 eV. As for the energy: -197327.701 eV.

Structure (XYZ):
```
58
Properties=species:S:1:pos:R:3:mulliken_charge:R:1
Cl -0.53090 2.09422 0.23705 -0.226
C 0.04760 0.52435 -0.38641 0.432
C -0.97755 -0.61763 -0.27748 0.255
Cl -1.37233 -0.77301 1.50270 -0.224
H 0.99566 0.32584 0.11347 0.255
H 0.34345 0.62883 -1.43027 -0.453
H -0.61484 -1.59220 -0.60423 -0.516
H -1.92523 -0.46719 -0.79456 0.474
Cl -0.19743 -1.58479 -3.46356 -0.141
C 0.97613 -2.89723 -3.08788 -0.131
C 2.42816 -2.55341 -3.31836 -0.528
Cl 2.68182 -1.20967 -2.09747 -0.127
H 0.72359 -3.68996 -3.79208 0.403
H 0.83124 -3.20518 -2.05237 -0.142
H 2.69393 -2.23470 -4.32628 0.373
H 3.05167 -3.43211 -3.15340 0.312
Cl 3.93104 3.29383 -0.21239 -0.201
C 3.26339 4.93077 0.39404 -0.479
C 1.91284 5.23756 -0.28553 -0.019
Cl 2.20783 5.65380 -2.02955 -0.162
H 3.97408 5.72217 0.15593 0.384
H 3.10909 4.84746 1.46984 0.258
H 1.42788 6.10518 0.16184 0.323
H 1.21042 4.40530 -0.24020 -0.082
C -2.77259 -3.50130 -1.53192 -0.016
O -1.58170 -3.70216 -1.25203 -0.517
N -3.80372 -3.43011 -0.64733 0.219
C -5.17810 -3.44780 -1.12476 -1.077
C -3.62577 -3.46188 0.86266 -0.889
H -3.18119 -3.50590 -2.55428 0.350
H -5.97806 -3.60831 -0.40199 0.346
H -5.19178 -4.27091 -1.83918 0.368
H -5.38650 -2.50073 -1.62247 0.338
H -2.60054 -3.40358 1.22818 0.191
H -4.23017 -2.71770 1.38130 0.340
H -3.89318 -4.47904 1.14899 0.390
C 0.58858 3.11215 3.31715 0.254
O 0.81949 4.24824 2.91239 -0.666
N -0.12591 2.79219 4.40526 0.095
C -0.25629 1.36516 4.70172 -0.920
C -0.65881 3.78426 5.32589 -0.928
H 0.92112 2.17340 2.84772 0.250
H -0.26434 1.31716 5.79063 0.337
H 0.55103 0.70416 4.38642 0.391
H -1.22258 0.96227 4.39829 0.233
H -1.72261 3.56509 5.41754 0.333
H -0.19585 3.59972 6.29527 0.318
H -0.43502 4.82747 5.10288 0.299
C 1.89919 -4.43089 0.98877 0.327
Cl 2.87615 -5.31718 -0.18368 -0.132
Cl 1.59961 -2.76780 0.63502 0.009
Cl 0.36355 -5.21013 1.13037 -0.111
Cl 2.67033 -4.35421 2.48024 -0.131
C 1.94234 2.41268 -5.19525 0.133
Cl 3.54459 1.57405 -5.55245 -0.396
Cl 0.86673 2.09050 -6.59325 -0.314
Cl 1.28406 1.85625 -3.70358 -0.160
Cl 2.18666 4.21244 -5.03744 -0.306
```

=====

Below is a structure of composition C14H26CsNO3SSi, with properties calculated with wB97M-V/def2-TZVPD.

As for the spin multiplicity: 1. The relative energy (zero: lowest compared OMol25 entry of this formula, charge and spin) is 0.192 eV. Its charge is 0. The calculation puts the HOMO-LUMO gap at 6.4 eV. Its LUMO energy is -0.093 eV. As for the energy: -41833.308 eV.

Structure (XYZ):
```
47
Properties=species:S:1:pos:R:3:mulliken_charge:R:1
Cs 0.27693 -0.28780 0.30287 1.204
C 1.07745 2.80002 -1.73511 -0.718
O 0.45049 2.67784 -0.46985 -0.270
C -0.71464 3.47191 -0.32344 -0.762
C -1.97268 2.77995 -0.78724 -0.241
O -2.29554 1.76764 0.15292 -0.268
C -3.51472 1.08820 -0.10236 -0.580
C -3.33935 -0.14566 -0.96067 -0.541
O -2.51284 -1.13609 -0.37884 -0.258
C -3.06571 -1.78497 0.75462 -0.845
H 1.38749 3.83310 -1.91735 0.332
H 0.41976 2.48164 -2.55087 0.310
H 1.95650 2.15827 -1.72428 0.167
H -0.59428 4.42625 -0.84801 0.418
H -0.81810 3.68055 0.74219 0.275
H -1.84253 2.36004 -1.79289 0.249
H -2.77953 3.52190 -0.82995 0.341
H -4.23452 1.75914 -0.58723 0.365
H -3.92920 0.81850 0.87002 0.371
H -2.86668 0.11534 -1.90915 0.278
H -4.33079 -0.56117 -1.18326 0.365
H -4.12526 -2.00879 0.59916 0.346
H -2.96774 -1.17653 1.65986 0.328
H -2.51973 -2.71535 0.89337 0.252
C 3.85173 -5.34873 -1.48253 -0.981
Si 4.55500 -4.50913 0.01425 0.094
C 6.40838 -4.82358 -0.01751 -1.122
C 3.92366 -5.27224 1.58297 -0.979
C 4.33145 -2.64405 -0.02518 0.331
C 5.44146 -1.81980 -0.03501 -0.011
C 5.31341 -0.42831 -0.03290 -0.953
C 4.03719 0.07591 -0.02446 -0.270
N 2.92676 -0.67539 -0.03574 -0.636
C 3.03944 -2.02721 -0.03707 0.349
S 1.58440 -3.00188 -0.04851 -0.745
H 4.22824 -6.37540 -1.53207 0.314
H 4.16223 -4.83043 -2.39406 0.316
H 2.76154 -5.36182 -1.45098 0.282
H 6.59919 -5.90078 0.00704 0.287
H 6.91471 -4.38140 0.84594 0.304
H 6.87730 -4.42880 -0.92398 0.307
H 4.30787 -6.29407 1.66758 0.311
H 2.83395 -5.28949 1.60291 0.288
H 4.27376 -4.70729 2.45159 0.319
H 6.43400 -2.25445 -0.03212 0.313
H 6.17259 0.22848 -0.02989 0.372
H 3.88126 1.15264 -0.00820 0.391
```